A 7-piece molecular cluster, C41H90BN6O18 overall at a distorted geometry. Source: the Open Molecules 2025 dataset; level of theory: ωB97M-V/def2-TZVPD.

The geometry in XYZ format:
```
156
Properties=species:S:1:pos:R:3:forces:R:3
O -4.7537 -2.7220 0.4647 -0.91 -1.02 0.80
C -3.8906 -1.9662 0.1895 0.61 0.84 -1.70
O -3.7633 -0.7171 0.5608 -0.65 0.66 0.94
B -2.7158 -0.0430 -0.1682 1.06 0.12 -0.34
O -1.9852 -1.1467 -0.8714 -0.66 0.85 -0.12
C -2.7569 -2.2143 -0.8344 0.84 -0.08 1.36
O -2.5008 -3.2593 -1.3333 0.04 -1.07 -0.68
O -1.7835 0.6987 0.7061 0.02 -2.92 1.00
C -1.7805 1.9415 0.4387 -1.99 -1.31 -2.75
O -1.2243 2.7796 1.0004 2.80 3.97 2.61
C -2.6833 2.1477 -0.7871 1.46 -5.14 3.74
O -3.2099 1.0011 -1.0688 -0.87 -2.61 -0.60
O -2.9447 3.1128 -1.2946 -1.48 7.80 -3.89
C 2.5720 3.7745 5.3671 -0.03 0.95 -0.19
C 2.5869 3.0684 3.9883 0.73 -0.46 1.45
C 3.7489 2.0857 4.0215 1.38 -0.30 -1.06
C 3.4951 0.8035 4.7859 0.69 0.90 0.88
C 2.3089 0.1034 4.1494 1.71 0.14 1.67
C 1.1157 1.0268 4.2755 -1.55 -2.03 -0.45
N 1.3955 2.3103 3.7359 0.20 -0.23 -1.69
O 0.2471 3.0970 3.5746 0.01 0.28 0.01
C 0.0159 0.3256 3.4805 -0.73 -0.06 -0.96
C 0.5711 1.0291 5.6971 0.05 1.28 1.23
C 2.8344 4.0256 2.8503 -0.34 0.14 -0.53
H 3.1151 4.7226 5.2765 -0.24 0.05 0.09
H 3.0960 3.2537 6.1695 -0.24 -0.41 -0.11
H 1.5411 3.9791 5.6601 0.11 0.15 0.10
H 4.0196 1.8235 2.9805 -0.54 -0.29 0.13
H 4.7021 2.5719 4.2844 -0.47 0.25 0.63
H 3.2557 1.0081 5.8434 -0.19 0.23 -0.24
H 4.4464 0.2726 4.9152 -0.28 -0.47 -0.65
H 2.1602 -0.7467 4.8179 -0.49 -0.45 -0.68
H 2.5959 -0.1737 3.1395 -0.50 -0.14 -0.24
H 0.2113 0.2103 2.4056 0.30 0.29 0.16
H -0.1745 -0.6926 3.8356 0.29 0.30 0.31
H -0.9254 0.8759 3.5502 0.02 -0.01 0.00
H -0.4811 1.3309 5.7640 0.13 0.13 -0.46
H 0.5916 0.0782 6.2342 0.66 0.15 -0.37
H 1.0964 1.8181 6.2474 0.05 -0.43 0.39
H 1.8946 4.4365 2.4810 0.14 0.37 0.23
H 3.2625 3.4782 2.0111 0.08 0.04 -0.10
H 3.5240 4.8093 3.1521 0.00 0.17 -0.12
H 0.0893 3.0539 2.6143 -0.43 -0.01 0.30
C -2.5309 2.8466 -6.2263 0.38 -0.30 0.13
O -2.2939 1.5136 -5.8129 -0.98 -0.01 0.18
C -2.1783 1.4218 -4.3945 0.77 -1.13 -0.90
C -1.8468 -0.0427 -3.9524 1.74 1.71 1.32
N -0.9765 -0.7891 -4.8624 -0.80 0.35 -0.41
C -0.7616 -2.1463 -4.4122 0.15 0.13 1.02
C -1.9958 -3.0056 -4.2595 -0.02 1.06 -0.66
O -2.6803 -3.1691 -5.5088 0.09 -0.39 0.88
C -2.2100 -4.2043 -6.2811 1.45 -0.99 -1.63
H -3.0285 2.8493 -7.1960 0.16 -0.19 -0.08
H -1.5494 3.3355 -6.3102 -0.29 0.37 0.01
H -3.1864 3.3899 -5.5356 0.17 0.00 0.09
H -3.0887 1.7532 -3.8875 0.13 0.21 0.04
H -1.3031 2.0451 -4.1348 -0.39 0.07 0.33
H -2.6581 -0.5821 -3.4778 -0.41 -0.13 -0.87
H -1.2090 0.1847 -3.0558 -0.54 -0.28 -0.06
H -0.0733 -0.3270 -4.8007 -0.10 -0.03 -0.37
H -0.3292 -2.1112 -3.3944 0.19 -0.34 -0.15
H -0.0520 -2.6377 -5.0766 0.12 -0.01 -0.05
H -2.7314 -2.5078 -3.6412 0.05 -0.20 0.26
H -1.6203 -3.8874 -3.7349 -0.65 -0.55 -0.40
H -2.0820 -3.8925 -7.3317 -0.58 0.13 0.16
H -2.8059 -5.1260 -6.2753 -0.34 0.23 0.24
H -1.1722 -4.5448 -6.0838 -0.28 0.31 0.63
C 2.4412 -3.4438 -2.4701 -0.18 -0.74 0.27
O 2.0517 -2.0999 -2.3992 0.78 0.10 -0.71
C 1.3743 -1.8517 -1.2218 -1.90 -0.82 1.52
C 1.1966 -0.3871 -0.8432 0.39 -0.53 -0.67
N 2.4689 0.3035 -0.9889 -0.08 0.71 0.51
C 2.2810 1.7561 -1.0935 -0.20 -0.62 0.36
C 3.5548 2.4457 -1.5065 -0.25 0.00 0.19
O 4.0800 1.8198 -2.6537 -0.44 0.26 -0.06
C 5.1516 2.5413 -3.1530 1.03 0.73 -0.15
H 1.5932 -4.1578 -2.5152 -0.04 0.42 0.20
H 3.0280 -3.6953 -1.5703 0.02 -0.10 -0.28
H 3.0195 -3.6631 -3.3672 0.16 0.52 0.00
H 1.7741 -2.4132 -0.3527 0.58 0.22 -0.32
H 0.3629 -2.3001 -1.3092 0.06 0.22 0.09
H 0.8039 -0.3192 0.1774 -0.22 -0.17 -0.02
H 0.4278 0.0291 -1.5023 0.27 0.25 -0.05
H 2.9849 0.1482 -0.1211 0.11 -0.15 -0.34
H 1.9419 2.1664 -0.1231 -0.04 0.26 -0.28
H 1.4847 1.9088 -1.8247 0.10 0.20 -0.09
H 4.2679 2.4311 -0.6642 0.13 -0.10 -0.17
H 3.3428 3.4972 -1.7278 -0.01 0.11 0.10
H 5.2860 2.3812 -4.2229 -0.01 -0.52 0.07
H 6.0715 2.2988 -2.5984 0.05 -0.10 -0.24
H 5.0523 3.6350 -3.0679 -0.37 -0.08 0.20
C -0.3828 5.2450 -1.6109 0.17 -0.53 -0.63
O 0.5539 6.1859 -1.1737 -0.06 0.53 -0.02
C 0.7321 6.0733 0.2100 0.85 -0.31 0.25
C 1.7607 7.0955 0.6337 -1.05 0.46 0.06
N 3.0792 6.8831 0.0598 0.56 0.41 0.85
C 4.1100 7.6641 0.7981 -1.12 1.15 -1.76
C 5.4425 7.5575 0.0953 1.12 -2.27 3.51
O 5.4328 7.6866 -1.2544 0.06 0.25 -1.28
C 6.3277 8.6434 -1.7000 0.19 2.25 -1.14
H 0.0251 4.2274 -1.5417 -0.12 -0.05 0.34
H -0.5453 5.4004 -2.6753 -0.28 0.25 0.01
H -1.2994 5.3208 -1.0312 -0.25 -0.17 -0.12
H 1.0827 5.0523 0.4183 -0.05 0.03 0.23
H -0.1864 6.2591 0.7857 -0.13 -0.10 -0.25
H 1.7591 7.1246 1.7286 0.48 -0.28 -0.04
H 1.2776 8.0606 0.3628 0.55 0.00 -0.09
H 3.0810 7.2588 -0.8857 -0.05 -0.37 0.05
H 4.1907 7.3434 1.8325 0.00 -0.07 0.05
H 3.8129 8.7368 0.7435 0.02 -0.23 0.53
H 5.8229 6.5598 0.3988 -0.23 -0.23 -0.67
H 6.2136 8.1319 0.6328 -0.38 0.80 -0.45
H 7.3909 8.5666 -1.4323 -0.22 -0.76 0.25
H 6.0451 9.6712 -1.3828 -0.08 -0.42 0.26
H 6.2741 8.7292 -2.7894 -0.01 -0.50 0.06
C -6.7294 -5.2064 -0.5344 -0.19 0.31 -0.17
O -5.9702 -5.8213 -1.5450 -0.20 -0.77 0.41
C -4.6554 -5.3149 -1.6214 0.09 1.29 -0.37
C -3.9314 -6.1172 -2.6950 -1.08 -0.80 0.35
N -4.0326 -7.5810 -2.4151 0.28 0.74 0.32
C -3.0120 -8.1063 -1.4990 -0.12 -0.72 -0.63
C -2.0419 -9.0324 -2.2344 0.92 0.64 0.00
O -0.9662 -8.2230 -2.7470 -0.51 0.05 -0.34
C -0.6769 -8.4519 -4.1065 0.35 0.38 0.22
H -6.7448 -4.1119 -0.6297 0.37 -0.07 0.05
H -6.3255 -5.4798 0.4448 -0.25 0.11 0.12
H -7.7707 -5.5035 -0.6653 0.11 -0.39 0.20
H -4.0713 -5.2324 -0.6930 -0.46 -0.71 0.28
H -4.8275 -4.2564 -1.8546 0.72 0.02 -0.53
H -2.8882 -5.8331 -2.7612 0.05 0.18 -0.36
H -4.5209 -5.9935 -3.6077 0.58 0.38 -0.24
H -4.9381 -7.6671 -1.9652 0.02 -0.23 -0.16
H -3.5329 -8.7135 -0.7492 0.29 0.31 0.29
H -2.3776 -7.3149 -1.0810 -0.33 -0.11 0.42
H -2.5414 -9.5352 -3.0644 -0.12 -0.13 0.15
H -1.5284 -9.7437 -1.5779 -0.50 -0.22 0.15
H -1.5735 -8.4080 -4.7323 -0.02 -0.16 0.04
H -0.1416 -9.4011 -4.2387 -0.14 -0.02 -0.16
H -0.0197 -7.6330 -4.4075 0.04 -0.13 -0.11
C -1.6933 -3.3020 7.7649 -0.32 0.67 0.65
C -1.3035 -2.5353 6.5107 0.24 1.59 0.78
C -2.1611 -2.8618 5.3217 0.52 -1.20 0.15
O -1.4269 -2.4376 4.2115 -0.13 0.59 0.14
C -2.1918 -2.2570 3.0745 -0.75 0.91 -1.28
N -1.4834 -1.0448 6.7655 -0.06 -1.08 -0.48
H -1.9241 -4.3506 7.5752 0.05 0.04 0.05
H -2.5522 -2.7759 8.2044 -0.29 -0.41 -0.41
H -0.9947 -3.2174 8.6062 0.45 -0.20 -0.50
H -0.2626 -2.7023 6.1882 -0.21 -0.36 0.23
H -3.1466 -2.3978 5.3935 -0.05 0.12 -0.06
H -2.2579 -3.9511 5.2132 -0.40 -0.05 0.33
H -3.1602 -1.7426 3.2091 0.14 -0.21 0.62
H -2.4336 -3.1910 2.5562 0.30 -0.06 -0.12
H -1.6554 -1.5326 2.4563 0.16 -0.51 -0.40
H -0.7103 -0.6753 7.3143 -0.25 -0.23 -0.08
H -1.4226 -0.5890 5.8477 0.02 -0.17 0.52
```
Positions in Å, forces in eV/Å.

The calculation puts the HOMO-LUMO gap at 8.221 eV. Its net charge is -1. The value obtained for the total energy is -90447.1740 eV. For the LUMO energy, the calculation gives 2.11 eV.

Results of the Löwdin charge analysis, in e, for atoms 1 through 4: 0.17, -0.41, 0.25, -0.89



A 6-piece molecular cluster, C41H90N4O6 overall at a distorted geometry. Source: the Open Molecules 2025 dataset; level of theory: ωB97M-V/def2-TZVPD.

The geometry in XYZ format:
```
141
Properties=species:S:1:pos:R:3:forces:R:3
C -1.4838 1.7088 -2.5532 0.06 -0.27 0.21
C -2.8737 1.0058 -2.4425 1.50 -0.07 0.93
C -2.8645 -0.1381 -3.4021 0.18 -1.99 -0.55
C -2.9782 0.4179 -0.9634 0.20 -0.29 -1.55
C -4.4292 0.0285 -0.6712 -0.12 1.12 0.85
C -5.3532 1.2616 -0.9703 0.74 -1.12 -1.34
C -5.2188 1.8689 -2.4078 -0.77 -2.14 0.13
C -5.9196 0.9706 -3.4517 -1.04 -0.05 0.91
C -5.8757 3.1968 -2.3859 0.18 1.98 -1.08
N -3.8353 2.1011 -2.6509 1.37 0.18 -0.92
O -3.7179 2.5467 -4.0581 -1.00 -1.68 0.76
H -1.5811 2.5493 -1.8786 0.39 0.34 -0.09
H -0.6733 1.0613 -2.1978 -0.23 -0.05 0.10
H -1.1475 2.0613 -3.5483 -0.68 -0.26 0.30
H -1.9249 -0.7143 -3.2777 -0.34 0.52 -0.04
H -3.6329 -0.9297 -3.3734 -0.11 0.53 0.59
H -2.8912 0.1908 -4.4113 0.13 0.53 -1.00
H -2.2019 -0.3993 -0.8476 -1.01 0.52 -0.39
H -2.6260 1.1660 -0.2897 -0.12 0.73 0.69
H -4.7518 -0.8449 -1.2122 -0.07 -0.35 -0.52
H -4.5443 -0.2322 0.4025 0.07 0.20 -0.48
H -5.0549 2.0652 -0.3403 -0.03 0.52 1.07
H -6.4039 0.9829 -0.8689 0.06 0.21 0.35
H -5.4757 -0.0017 -3.6344 0.09 -0.07 0.27
H -5.8705 1.5227 -4.3584 -0.24 0.25 -1.02
H -7.0028 0.8242 -3.1546 1.14 0.18 -0.37
H -5.2388 3.8111 -1.7314 -0.58 0.15 -0.02
H -6.8723 3.0922 -2.0165 -0.75 0.19 0.44
H -5.9420 3.7429 -3.3899 0.22 -1.02 1.22
H -3.1505 3.2932 -4.0406 0.82 1.09 0.39
C -1.0977 -5.6317 -1.5556 -2.14 1.67 1.32
C -1.2920 -4.0294 -1.4949 0.08 -1.19 0.24
C -0.6392 -3.3292 -2.7162 1.58 -1.25 0.64
C -2.7768 -3.7148 -1.5250 -0.36 -0.89 -0.26
C -3.6408 -4.0871 -0.3261 0.75 -0.38 1.14
C -3.0323 -3.3386 0.9032 -0.68 -1.98 -0.42
C -1.5122 -3.4800 1.0463 -0.24 0.02 0.57
C -0.9706 -2.2697 1.8688 1.50 -1.14 -0.70
C -1.3055 -4.7578 1.8752 0.79 0.37 0.26
N -0.8105 -3.3842 -0.2754 1.48 -0.47 0.15
O 0.6216 -3.6980 -0.1413 -1.03 1.56 0.19
H -0.1242 -5.9968 -1.7900 0.74 -0.12 -0.04
H -1.5254 -6.0577 -0.6013 0.85 0.27 -0.86
H -1.8184 -5.9415 -2.3075 0.25 -0.30 -0.36
H -1.0213 -3.6762 -3.6685 -0.58 0.00 -0.08
H -0.7044 -2.2464 -2.6378 -0.07 -0.07 -0.04
H 0.4428 -3.6312 -2.7648 -0.83 0.59 0.20
H -2.7927 -2.6334 -1.6534 -0.63 0.07 -0.43
H -3.1290 -4.3169 -2.3602 -0.38 0.75 -0.59
H -4.6560 -3.7133 -0.4720 0.02 0.02 -0.09
H -3.7679 -5.1973 -0.1475 0.48 1.05 -0.28
H -3.5496 -3.7163 1.8352 0.70 0.83 -0.80
H -3.2279 -2.3279 0.7044 -0.60 1.67 0.13
H 0.1402 -2.4564 1.9967 -1.14 0.58 -0.14
H -1.3997 -2.2186 2.8460 -0.45 -0.12 0.68
H -1.1583 -1.3155 1.3737 0.12 -0.16 -0.19
H -0.2392 -4.9164 2.0008 0.27 -0.59 -0.26
H -1.8536 -5.6550 1.5703 0.26 0.22 -0.24
H -1.6057 -4.5251 2.8939 -0.36 0.02 0.09
H 0.7358 -4.6334 -0.0225 -0.28 -1.03 0.11
C -2.8013 5.0017 2.3197 0.28 0.46 0.51
C -1.9134 3.8350 1.8480 0.58 1.39 1.04
C -1.9369 3.7714 0.3293 0.75 0.20 0.16
C -0.4495 4.1125 2.3433 -0.15 0.02 -0.36
C -0.2270 3.9197 3.8694 -0.82 -1.30 -2.38
C -0.6476 2.4768 4.1655 0.24 -0.22 0.19
C -2.1198 2.1644 3.8071 -0.76 0.85 -0.43
C -2.4005 0.6618 3.8449 2.61 0.09 -1.29
C -3.0593 2.8719 4.8263 0.25 -1.15 -0.11
N -2.3567 2.5579 2.3821 1.87 -0.57 0.35
O -3.6352 2.2759 1.9594 -0.69 -0.50 -0.21
H -3.8831 4.8475 2.1571 0.45 0.14 0.07
H -2.5959 5.2739 3.3726 -0.41 -0.35 -0.42
H -2.4805 5.8858 1.7769 -0.27 0.18 -0.32
H -1.5551 4.7180 -0.1500 -0.25 -1.06 0.50
H -1.3669 2.8767 0.0561 0.20 0.46 -0.19
H -2.9417 3.5785 0.0162 -0.67 0.09 -0.46
H 0.2052 3.4901 1.7030 -0.08 -0.08 0.69
H -0.1303 5.1387 2.1188 -0.49 -0.01 -0.29
H 0.8263 4.0797 4.0101 0.39 0.12 0.66
H -0.8463 4.6438 4.3642 0.02 0.37 0.63
H -0.5291 2.2738 5.2313 0.01 -0.19 0.08
H 0.0506 1.8041 3.6214 -0.54 0.23 0.21
H -1.6769 0.2681 3.0644 -0.66 0.02 1.06
H -3.3533 0.3464 3.4896 -0.96 0.11 0.15
H -2.1344 0.2814 4.8204 -0.13 -0.38 0.25
H -4.0931 2.6901 4.5724 -0.45 -0.07 -0.22
H -2.9290 3.9307 4.8997 0.28 0.55 0.23
H -2.9238 2.3732 5.7972 0.08 0.40 -0.12
H -4.1962 2.9313 2.3769 -0.64 0.30 0.20
C 4.4235 -2.1371 -0.3649 1.03 -0.53 0.36
C 5.5492 -1.3503 0.3749 0.70 0.45 -1.22
C 6.4943 -2.3943 0.9491 -0.33 -0.72 -0.61
C 6.3958 -0.4823 -0.6107 -2.05 -0.82 -0.78
C 7.2910 0.4940 0.0375 0.92 1.37 -0.47
C 6.5746 1.3834 1.0446 -0.20 -0.09 -0.60
C 5.6795 0.6388 2.0327 1.65 -0.47 1.28
C 6.6636 0.0204 3.0861 0.50 0.57 -0.63
C 4.7756 1.6719 2.7687 0.37 -1.88 -0.18
N 4.9638 -0.4083 1.3209 -1.93 -0.87 0.87
O 4.2983 -1.2635 2.2812 -1.31 1.34 -0.63
H 3.8780 -2.8032 0.3119 -0.22 0.63 0.20
H 3.7578 -1.5106 -0.9418 -0.06 -0.06 -0.08
H 4.9138 -2.8924 -0.9960 -0.02 0.56 -0.40
H 6.6523 -3.1118 0.1271 0.41 0.27 0.37
H 7.4144 -1.9449 1.2601 0.65 -0.17 0.08
H 6.0639 -2.9919 1.7441 -0.08 0.02 0.34
H 6.9562 -1.1180 -1.2820 0.10 -0.41 -0.17
H 5.6714 0.0600 -1.2637 0.36 -0.18 0.40
H 8.2088 0.0732 0.4712 -0.36 -0.26 0.07
H 7.6687 1.1445 -0.7851 -0.05 -0.23 0.58
H 6.0191 2.1821 0.5466 -0.12 -0.17 -0.15
H 7.3663 1.8452 1.5888 0.32 0.77 0.65
H 7.2708 -0.7553 2.6137 0.03 0.28 0.25
H 6.2014 -0.4164 3.9545 -0.39 -0.03 0.41
H 7.3415 0.8295 3.4098 -0.27 -0.45 0.12
H 4.0792 1.1882 3.4603 -0.08 -0.11 -0.35
H 4.2657 2.1767 1.9804 -0.64 0.87 -0.16
H 5.4016 2.2914 3.3996 0.17 0.47 -0.29
H 4.9639 -1.6453 2.8340 0.94 -0.39 0.58
C 4.2170 -1.4045 -4.4325 -0.11 0.06 1.96
C 3.1395 -0.5004 -3.7435 0.05 -0.55 -0.16
C 2.8731 0.7209 -4.6490 0.51 0.92 -0.38
O 1.9484 -1.2758 -3.5373 1.05 -0.23 -1.40
H 4.6369 -2.1035 -3.6813 -0.67 -0.23 -0.57
H 5.0666 -0.8101 -4.6264 1.06 1.19 -0.27
H 4.0215 -1.8591 -5.3938 -0.84 -0.31 0.07
H 3.5388 -0.1988 -2.7127 -0.33 -0.09 -1.40
H 2.5077 0.4240 -5.6757 0.18 0.10 1.22
H 3.8288 1.3114 -4.8361 -0.99 -0.76 0.35
H 2.1604 1.4431 -4.1868 0.30 -0.62 -0.35
H 1.4199 -0.9669 -2.8048 -0.02 0.45 0.80
C 0.9847 0.8189 0.6643 -1.10 -0.25 1.16
C 1.5969 -0.3708 -0.0004 1.29 -0.93 0.76
O 0.8432 -0.8361 -1.0986 -0.29 0.04 -0.12
H 1.1001 1.7142 0.0907 0.06 0.55 -0.68
H 1.4862 1.0226 1.6261 -0.31 -0.21 -0.18
H -0.1148 0.6677 0.8066 0.79 0.15 0.19
H 1.8901 -1.2138 0.6855 -0.94 0.67 -0.29
H 2.5931 -0.0878 -0.3141 0.19 0.32 -0.60
H 0.4057 -1.6640 -0.8554 -0.06 -0.03 0.09
```
Positions in Å, forces in eV/Å.

The calculation puts the HOMO-LUMO gap at 8.972 eV. The calculation puts the energy relative to the best compared isomer or geometry (same formula, charge and spin) at 6.5 kcal per mole. The structure (SMILES) is CC1(C)CCCC(C)(C)N1O.CC1(C)CCCC(C)(C)N1O.CC1(C)CCCC(C)(C)N1O.CC1(C)CCCC(C)(C)N1O.CC(C)O.CCO. The value obtained for the total energy is -62215.9963 eV. For the LUMO energy, the calculation gives 0.58 eV.

Results of the Löwdin charge analysis, in e, for atoms 1 through 4: -0.02, -0.47, -0.05, -0.11